1.
60
Properties=species:S:1:pos:R:3 method="wB97M-V/def2-TZVPD" homo_ev="-19.5 / -19.5" multiplicity=3 e_lumo_ev="-13.25 / -13.68" gap_ha="0.2300 / 0.2151" charge=+4
W 0.30 0.33 -0.22
N 4.53 -0.87 0.27
C 3.30 -0.81 -0.17
N 2.32 -0.15 0.44
C 2.62 0.50 1.67
N 1.65 1.03 2.35
N 0.44 0.89 1.75
C -0.65 1.03 2.47
C -1.87 0.73 1.77
C -3.15 0.85 2.30
C -4.24 0.50 1.51
C -4.03 0.04 0.22
C -2.73 -0.07 -0.25
N -1.67 0.26 0.50
C 3.97 0.52 2.15
C 4.34 1.21 3.31
C 5.65 1.17 3.73
C 6.61 0.44 3.01
C 6.26 -0.25 1.86
C 4.94 -0.21 1.43
H 5.22 -1.39 -0.25
H 3.09 -1.31 -1.11
H -0.59 1.29 3.52
H -3.28 1.21 3.31
H -5.24 0.59 1.90
H -4.86 -0.23 -0.42
H -2.53 -0.43 -1.26
H 3.59 1.76 3.85
H 5.95 1.70 4.63
H 7.63 0.42 3.35
H 7.01 -0.81 1.32
S -1.22 4.65 -1.06
C -1.53 2.99 -0.99
N -0.47 2.19 -1.03
C 0.69 2.95 -1.14
C 1.96 2.39 -1.33
C 3.04 3.25 -1.37
C 2.85 4.63 -1.27
C 1.59 5.19 -1.18
C 0.50 4.33 -1.11
H -2.54 2.62 -0.91
H 2.04 1.35 -1.66
H 4.04 2.87 -1.55
H 3.71 5.28 -1.34
H 1.46 6.27 -1.18
C -0.38 -5.56 -0.56
N -0.18 -4.11 -0.67
C -0.10 -3.40 -1.94
C 0.09 -2.01 -1.45
O 0.21 -0.91 -2.05
N 0.11 -1.96 -0.11
C -0.06 -3.26 0.34
N -0.09 -3.60 1.61
H -0.34 -6.00 -1.55
H -1.35 -5.79 -0.11
H 0.42 -6.01 0.04
H -1.00 -3.52 -2.55
H 0.74 -3.75 -2.56
H 0.02 -2.93 2.35
H -0.21 -4.57 1.88

2.
60
Properties=species:S:1:pos:R:3 method="wB97M-V/def2-TZVPD" homo_ev="-10.2 / -10.2" multiplicity=2 e_lumo_ev="-3.39 / -5.22" gap_ha="0.2521 / 0.1847" charge=+1
Pb 2.10 -1.83 0.65
O -3.04 1.41 0.89
C -3.32 0.23 1.57
C -4.61 0.03 2.03
C -4.93 -1.17 2.66
C -3.96 -2.15 2.83
C -2.67 -1.94 2.36
C -2.34 -0.75 1.72
C -0.94 -0.55 1.17
O -0.09 -1.52 1.39
N -1.19 -0.38 -0.38
N -0.33 -0.77 -1.21
C -0.62 -0.61 -2.51
C 0.31 -0.89 -3.51
Br 2.02 -1.52 -3.02
C 0.05 -0.78 -4.86
C -1.06 -0.13 -5.50
C -1.71 1.00 -4.97
C -2.77 1.58 -5.63
C -3.22 1.04 -6.83
C -2.57 -0.06 -7.39
C -1.49 -0.63 -6.74
H -2.27 1.83 1.27
H -5.34 0.81 1.89
H -5.93 -1.33 3.02
H -4.21 -3.08 3.33
H -1.90 -2.69 2.46
H -0.55 0.46 1.41
H -2.04 0.11 -0.68
H -1.62 -0.31 -2.80
H 0.76 -1.26 -5.52
H -1.32 1.46 -4.07
H -3.25 2.46 -5.22
H -4.05 1.49 -7.35
H -2.90 -0.46 -8.34
H -0.98 -1.48 -7.18
O 1.84 0.44 0.41
N 2.82 1.35 0.33
C 2.43 2.64 0.30
C 3.32 3.66 0.22
C 4.68 3.35 0.16
C 5.07 2.04 0.18
C 4.13 0.99 0.26
S 4.62 -0.65 0.26
H 1.36 2.77 0.35
H 2.96 4.68 0.20
H 5.42 4.14 0.09
H 6.11 1.76 0.13
C 1.33 -1.20 6.42
N 2.07 -1.25 5.16
C 3.43 -1.10 5.01
C 3.68 -1.20 3.68
N 2.49 -1.42 3.02
C 1.55 -1.44 3.94
H 2.04 -1.06 7.23
H 0.80 -2.14 6.57
H 0.62 -0.37 6.41
H 4.08 -0.93 5.85
H 4.61 -1.13 3.14
H 0.50 -1.58 3.74

3.
58
Properties=species:S:1:pos:R:3 method="wB97M-V/def2-TZVPD" homo_ev="-2.6 / -3.1" multiplicity=4 e_lumo_ev="1.96 / 1.96" gap_ha="0.1695 / 0.1870" charge=-1
Co 14.20 11.45 6.87
C 18.42 10.29 8.02
O 18.75 10.66 6.66
C 18.21 11.72 6.03
C 19.14 12.58 5.38
C 18.71 13.87 4.99
C 17.36 14.18 5.05
C 16.42 13.23 5.47
C 15.08 13.63 5.32
N 13.99 13.03 5.80
N 12.80 13.55 5.51
C 11.85 12.76 6.07
O 12.13 11.69 6.68
C 10.43 13.18 5.85
C 10.12 14.37 5.22
C 8.79 14.77 5.02
C 7.76 13.94 5.44
C 8.05 12.74 6.09
C 9.36 12.38 6.31
C 16.78 11.93 6.01
O 16.01 11.00 6.46
H 18.56 9.21 8.05
H 17.39 10.54 8.32
H 19.09 10.80 8.73
H 20.16 12.24 5.32
H 19.40 14.63 4.73
H 16.98 15.16 4.72
H 14.91 14.63 4.93
H 10.90 15.08 4.91
H 8.63 15.70 4.49
H 6.68 14.19 5.30
H 7.24 12.09 6.49
H 9.65 11.44 6.78
C 13.38 9.42 6.37
C 14.38 8.41 6.44
C 15.13 8.00 5.30
C 15.74 6.78 5.30
C 15.86 6.03 6.47
C 15.28 6.48 7.65
C 14.60 7.70 7.65
H 12.61 9.42 7.16
H 12.98 9.60 5.36
H 15.09 8.66 4.43
H 16.12 6.38 4.33
H 16.35 5.05 6.47
H 15.31 5.85 8.53
H 14.24 8.21 8.55
S 14.36 12.99 8.61
C 14.75 11.97 9.88
N 15.65 12.23 10.84
C 15.48 11.56 12.12
C 14.83 10.21 11.74
S 13.71 10.60 10.40
H 16.34 12.97 10.76
H 14.71 12.10 12.72
H 16.44 11.58 12.64
H 14.24 9.80 12.57
H 15.58 9.52 11.37

4.
60
Properties=species:S:1:pos:R:3 method="wB97M-V/def2-TZVPD" homo_ev=-0.3 multiplicity=1 e_lumo_ev=4.48 gap_ha=0.1755 charge=-2
Li 0.66 -0.75 1.05
C -0.31 0.31 -2.87
C -1.83 0.47 -2.75
C -2.42 0.90 -1.42
C -3.39 1.93 -1.48
C -4.24 2.05 -0.35
C -3.97 1.38 0.79
C -2.65 0.64 0.93
N -2.08 0.22 -0.36
N 0.32 -0.68 -2.02
C 1.76 -0.64 -2.13
C 2.32 0.48 -1.28
C 3.25 1.39 -1.76
C 3.73 2.37 -0.91
C 3.28 2.40 0.40
C 2.37 1.43 0.80
N 1.89 0.50 -0.02
C -0.33 -1.96 -2.14
C 0.34 -3.08 -1.40
C 0.12 -4.41 -1.78
C 0.66 -5.42 -1.01
C 1.39 -5.09 0.13
C 1.58 -3.75 0.42
N 1.08 -2.77 -0.34
H 0.15 1.28 -2.68
H -0.09 0.05 -3.93
H -2.31 -0.47 -3.06
H -2.12 1.22 -3.49
H -3.62 2.42 -2.42
H -5.14 2.66 -0.42
H -4.63 1.42 1.66
H -2.79 -0.27 1.52
H 2.10 -0.56 -3.18
H 2.17 -1.55 -1.69
H 3.59 1.34 -2.79
H 4.45 3.10 -1.26
H 3.63 3.14 1.10
H 2.00 1.39 1.82
H -0.51 -2.27 -3.19
H -1.30 -1.82 -1.65
H -0.48 -4.63 -2.65
H 0.50 -6.46 -1.28
H 1.80 -5.85 0.78
H 2.13 -3.45 1.31
O 1.00 -0.93 4.71
Se 1.36 -1.58 3.26
O -0.02 -1.92 2.40
O 2.12 -0.50 2.26
O 2.27 -2.92 3.43
F 0.23 4.37 4.03
C -0.37 3.41 3.26
C -0.71 3.74 1.96
C -1.37 2.79 1.19
C -1.71 1.54 1.72
C -1.31 1.24 3.01
C -0.64 2.18 3.80
H -0.46 4.72 1.57
H -1.66 3.03 0.17
H -1.50 0.26 3.42
H -0.31 1.94 4.80

5.
61
Properties=species:S:1:pos:R:3 method="wB97M-V/def2-TZVPD" homo_ev="-18.0 / -18.1" multiplicity=5 e_lumo_ev="-8.89 / -12.49" gap_ha="0.3353 / 0.2049" charge=+3
Pd 0.23 -0.56 -0.23
C -1.03 -3.48 -0.57
C -2.46 -2.95 -0.70
C -2.56 -1.73 -1.57
C -3.68 -1.53 -2.39
C -3.77 -0.38 -3.13
C -2.74 0.55 -3.09
C -1.65 0.28 -2.27
N -1.59 -0.83 -1.53
N -0.18 -2.75 0.39
C 1.15 -3.39 0.41
C 2.17 -2.52 1.08
C 3.40 -3.02 1.52
C 4.29 -2.15 2.11
C 3.95 -0.81 2.27
C 2.71 -0.39 1.81
N 1.86 -1.23 1.23
C -0.77 -2.70 1.74
C -1.48 -1.41 2.11
C -2.36 -1.37 3.18
C -2.91 -0.16 3.55
C -2.58 0.99 2.84
C -1.70 0.87 1.77
N -1.17 -0.30 1.44
H -0.55 -3.44 -1.55
H -1.08 -4.53 -0.26
H -2.89 -2.71 0.27
H -3.07 -3.74 -1.14
H -4.45 -2.29 -2.42
H -4.65 -0.19 -3.74
H -2.77 1.46 -3.67
H -0.81 0.97 -2.22
H 1.48 -3.57 -0.62
H 1.08 -4.37 0.91
H 3.64 -4.06 1.37
H 5.25 -2.50 2.45
H 4.61 -0.10 2.74
H 2.39 0.65 1.91
H 0.03 -2.82 2.48
H -1.46 -3.54 1.88
H -2.60 -2.28 3.72
H -3.59 -0.10 4.39
H -2.99 1.95 3.10
H -1.41 1.73 1.18
F -0.15 5.73 -3.41
C 0.57 5.28 -2.42
C 1.31 4.13 -2.57
N 2.05 3.64 -1.57
C 2.70 2.37 -1.65
C 1.76 1.26 -1.09
O 2.08 0.07 -1.24
O 0.70 1.63 -0.54
C 2.06 4.25 -0.26
O 2.67 3.73 0.62
N 1.33 5.39 -0.16
C 0.51 6.01 -1.12
O -0.16 6.96 -0.89
H 1.31 3.60 -3.52
H 3.60 2.39 -1.01
H 2.98 2.12 -2.67
H 1.37 5.87 0.74

6.
58
Properties=species:S:1:pos:R:3 method="wB97M-V/def2-TZVPD" homo_ev=-17.4 multiplicity=1 e_lumo_ev=-9.31 gap_ha=0.2966 charge=+3
Sn -1.51 1.22 -0.69
C -5.19 -1.33 -0.41
C -5.22 -1.68 0.93
C -4.17 -1.29 1.77
C -3.13 -0.55 1.24
N -3.11 -0.23 -0.07
C -4.11 -0.59 -0.87
C -1.97 -0.09 2.04
C -1.90 -0.18 3.42
C -0.73 0.22 4.06
C 0.34 0.69 3.31
C 0.20 0.79 1.94
N -0.94 0.42 1.33
C 1.30 1.28 1.07
C 2.31 2.11 1.52
C 3.29 2.53 0.62
C 3.23 2.11 -0.69
C 2.17 1.28 -1.03
N 1.23 0.87 -0.21
H -5.98 -1.61 -1.09
H -6.04 -2.26 1.33
H -4.18 -1.58 2.81
H -4.04 -0.30 -1.91
H -2.73 -0.56 3.99
H -0.66 0.16 5.13
H 1.27 0.93 3.80
H 2.32 2.46 2.54
H 4.08 3.19 0.95
H 3.98 2.40 -1.42
H 2.46 1.35 -2.99
C -2.96 5.01 1.04
C -3.48 3.63 0.82
C -4.91 3.35 1.08
O -2.72 2.72 0.43
H -3.24 5.35 2.04
H -3.47 5.68 0.34
H -1.89 5.06 0.89
H -5.54 4.14 0.66
H -5.07 3.38 2.16
H -5.21 2.38 0.69
C 5.77 -4.87 -1.69
C 4.70 -3.89 -2.01
C 4.87 -2.98 -3.07
C 3.88 -2.10 -3.43
C 2.68 -2.13 -2.68
C 2.48 -3.01 -1.60
C 3.49 -3.88 -1.29
S 1.42 -1.15 -3.19
O 2.01 0.80 -2.32
O 1.56 -0.59 -4.48
O 0.21 -1.25 -2.46
H 6.75 -4.39 -1.67
H 5.81 -5.63 -2.48
H 5.59 -5.38 -0.75
H 5.80 -2.98 -3.63
H 4.00 -1.44 -4.27
H 1.55 -3.01 -1.06
H 3.36 -4.59 -0.48

7.
53
Properties=species:S:1:pos:R:3 method="wB97M-V/def2-TZVPD" homo_ev=-7.4 multiplicity=1 e_lumo_ev=0.50 gap_ha=0.2919 smiles=Cn1cc([C@H](c2cc3c4c(c2)CCCN4CCC3)C(C#N)C#N)c2ccccc21
C 6.02 0.55 -0.14
N 4.58 0.44 -0.08
C 3.70 1.39 -0.51
C 2.40 0.94 -0.35
C 1.21 1.79 -0.63
C -0.12 1.05 -0.43
C -0.38 -0.23 -0.90
C -1.59 -0.86 -0.61
C -2.59 -0.17 0.12
C -2.34 1.16 0.54
C -1.12 1.74 0.25
C -3.38 1.93 1.29
C -4.47 1.05 1.90
C -4.91 -0.01 0.92
N -3.78 -0.79 0.43
C -4.15 -2.03 -0.23
C -2.95 -2.96 -0.34
C -1.80 -2.26 -1.07
C 1.18 2.62 -1.94
C 0.29 2.07 -2.97
N -0.54 1.84 -3.78
C 2.44 2.86 -2.63
N 3.39 3.15 -3.27
C 2.48 -0.33 0.38
C 1.63 -1.16 1.11
C 2.17 -2.30 1.74
C 3.55 -2.59 1.70
C 4.44 -1.73 1.06
C 3.87 -0.63 0.44
H 6.45 -0.41 0.17
H 6.31 0.77 -1.17
H 6.40 1.33 0.53
H 4.08 2.35 -0.86
H 1.23 2.56 0.17
H 0.36 -0.79 -1.47
H -0.92 2.76 0.60
H -3.84 2.65 0.60
H -2.90 2.52 2.09
H -5.33 1.66 2.17
H -4.10 0.58 2.81
H -5.43 0.47 0.06
H -5.60 -0.72 1.38
H -4.94 -2.49 0.38
H -4.56 -1.83 -1.24
H -2.63 -3.28 0.66
H -3.24 -3.86 -0.89
H -2.00 -2.26 -2.15
H -0.88 -2.84 -0.93
H 0.76 3.60 -1.63
H 0.57 -0.93 1.24
H 1.51 -2.98 2.28
H 3.95 -3.50 2.16
H 5.52 -1.86 1.00

8.
56
Properties=species:S:1:pos:R:3 method="wB97M-V/def2-TZVPD" homo_ev=-8.0 multiplicity=1 e_lumo_ev=0.41 gap_ha=0.3084 smiles="COc1ccc([C@@H](CC(=O)NCc2ccccc2)Sc2n[nH]c(-c3ccccc3)n2)cc1"
C -3.52 -0.30 -2.51
O -3.22 -1.63 -2.16
C -2.03 -1.88 -1.55
C -1.77 -3.22 -1.23
C -0.60 -3.57 -0.60
C 0.35 -2.61 -0.26
C 1.58 -3.05 0.49
C 2.62 -1.98 0.77
C 3.13 -1.35 -0.52
O 3.31 -1.96 -1.55
N 3.40 -0.03 -0.39
C 3.70 0.82 -1.54
C 2.46 1.59 -1.93
C 2.19 2.83 -1.37
C 1.02 3.50 -1.68
C 0.11 2.93 -2.55
C 0.37 1.69 -3.11
C 1.54 1.02 -2.80
S 1.04 -3.79 2.10
C -0.01 -2.54 2.68
N -0.96 -2.77 3.57
N -1.53 -1.56 3.72
C -0.92 -0.65 2.93
C -1.29 0.74 2.79
C -0.74 1.48 1.74
C -1.08 2.81 1.57
C -1.97 3.41 2.44
C -2.51 2.69 3.49
C -2.18 1.36 3.67
N 0.05 -1.25 2.27
C 0.10 -1.29 -0.60
C -1.08 -0.92 -1.23
H -3.56 0.35 -1.63
H -4.51 -0.33 -2.97
H -2.80 0.10 -3.22
H -2.51 -3.96 -1.49
H -0.42 -4.60 -0.35
H 2.04 -3.89 -0.03
H 3.47 -2.45 1.28
H 2.20 -1.23 1.43
H 3.17 0.45 0.46
H 4.52 1.50 -1.28
H 4.01 0.15 -2.34
H 2.90 3.28 -0.69
H 0.82 4.47 -1.25
H -0.81 3.45 -2.80
H -0.33 1.24 -3.80
H 1.74 0.05 -3.23
H -2.31 -1.46 4.35
H -0.06 0.99 1.07
H -0.65 3.36 0.75
H -2.24 4.45 2.31
H -3.20 3.16 4.17
H -2.61 0.81 4.49
H 0.82 -0.52 -0.37
H -1.23 0.12 -1.46